## 1
ORCA calculation (the ωB97M-V functional and the def2-TZVPD basis) on 2 unconnected molecules or ions with the total composition C5H12NO.

Atoms and positions in Å:
O  -0.128  1.334  0.623
C  -0.023  1.730  -0.509
C  0.989  1.263  -1.510
C  0.331  0.865  -2.834
H  -0.626  2.600  -0.847
H  1.633  0.482  -1.112
H  1.642  2.124  -1.703
H  -0.367  0.040  -2.673
H  1.087  0.516  -3.535
H  -0.233  1.678  -3.291
C  -0.446  -0.970  2.521
C  -0.520  -1.972  0.227
N  -0.118  -1.981  1.533
H  0.443  -0.454  2.879
H  -0.997  -1.446  3.337
H  -1.137  -0.273  2.058
H  -0.800  -1.036  -0.224
H  -0.529  -2.901  -0.318
H  0.367  -2.806  1.836

Properties
2S+1   2
Frontier orbital gap (alpha / beta)   6.594 / 10.608 eV
E_LUMO (alpha / beta)   1.00 / 0.98 eV
HOMO energy (alpha / beta)   -0.20574 / -0.35395 Ha



## 2
ORCA calculation (the ωB97M-V functional and the def2-TZVPD basis) on a molecular structure, C5H12NO.

Atoms and positions in Å:
C  3.185  0.975  0.026
C  1.768  0.311  0.177
N  1.445  -0.577  -0.888
C  -0.704  -1.110  0.415
C  0.409  -1.538  -0.539
C  -1.760  -0.171  -0.196
O  -2.840  0.057  0.349
H  3.167  2.048  0.088
H  3.393  0.777  -1.038
H  3.855  0.356  0.613
H  1.708  -0.228  1.153
H  1.016  1.063  0.438
H  -5.659  2.266  0.216
H  -1.353  -1.709  1.036
H  -0.796  0.046  0.706
H  -6.035  1.636  0.137
H  -0.015  -1.948  -1.441
H  -1.671  0.161  -1.250
H  0.888  -2.415  -0.004

Properties
2S+1   2
Frontier orbital gap (alpha / beta)   10.083 / 8.917 eV
E_LUMO (alpha / beta)   0.86 / -0.57 eV
HOMO energy (alpha / beta)   -0.33904 / -0.34863 Ha



Result of the stability comparison: 1 is the most stable of them.